1.
110
Properties=species:S:1:pos:R:3 method="wB97M-V/def2-TZVPD" total_charge=0 homo_energy_ev=-7.40 orbital_gap_ev=7.34
N 0.25 -6.00 2.62
C 0.46 -5.42 1.28
C -0.77 -4.47 0.77
C -1.83 -4.00 1.84
F -2.51 -5.09 2.47
F -1.09 -3.28 2.83
C -2.95 -3.04 1.31
C -3.80 -3.25 0.09
C -4.88 -2.28 -0.36
C -5.16 -1.04 0.45
C -4.33 -0.80 1.69
C -4.65 0.49 2.56
F -5.70 1.21 1.94
F -3.53 1.28 2.79
F -5.20 0.07 3.80
C -3.23 -1.77 2.11
O -1.29 -5.28 -0.34
C -0.53 -5.02 -1.53
O -0.77 -5.35 -2.66
O 0.64 -4.32 -1.03
C 0.00 -3.39 -0.11
Cl -1.00 -2.38 -1.32
C 0.89 -2.27 0.58
C 2.16 -1.81 -0.24
C 1.90 -0.66 -1.31
C 0.91 0.49 -0.83
C 1.20 1.05 0.64
C 1.43 2.63 0.54
C 0.07 3.42 0.18
S 0.35 4.71 -1.18
C -1.10 4.62 -2.33
N -2.06 3.57 -2.34
N -2.95 3.87 -3.32
C -2.62 5.06 -3.95
O -1.46 5.55 -3.31
H -0.57 -6.62 2.67
H 0.24 -5.30 3.37
H 1.45 -4.85 1.34
H 0.62 -6.31 0.58
H -3.66 -4.18 -0.55
H -5.45 -2.53 -1.30
H -5.96 -0.34 0.12
H -2.68 -1.48 3.05
H 0.20 -1.44 0.90
H 1.28 -2.73 1.56
H 2.97 -1.48 0.47
H 2.59 -2.70 -0.82
H 1.52 -1.10 -2.30
H 2.91 -0.16 -1.52
H -0.19 0.22 -0.90
H 1.06 1.37 -1.55
H 0.22 0.93 1.23
H 2.01 0.50 1.21
H 1.74 3.00 1.57
H 2.23 2.82 -0.25
H -0.28 3.97 1.12
H -0.74 2.69 -0.16
H -3.21 5.56 -4.78
C 3.99 8.96 -4.30
C 2.73 8.21 -3.96
C 1.95 8.81 -2.83
O 1.27 7.68 -2.29
C 2.05 6.60 -2.55
O 1.89 5.51 -2.06
O 3.02 6.91 -3.45
H 3.78 9.99 -4.58
H 4.69 8.96 -3.45
H 4.51 8.48 -5.13
H 2.11 8.08 -4.85
H 1.23 9.56 -3.17
H 2.58 9.25 -2.05
C -4.05 4.35 2.68
C -2.70 5.02 2.70
C -2.33 5.59 4.04
O -1.45 6.65 3.68
C -1.82 7.06 2.43
O -1.43 8.06 1.91
O -2.68 6.17 1.86
H -4.11 3.54 3.40
H -4.85 5.07 2.89
H -4.26 3.94 1.68
H -1.93 4.32 2.34
H -1.83 4.87 4.68
H -3.18 6.02 4.58
C 1.62 -3.38 6.28
C 2.56 -2.85 5.23
C 3.47 -1.75 5.72
O 3.72 -1.01 4.53
C 2.63 -1.19 3.72
O 2.41 -0.55 2.74
O 1.84 -2.19 4.19
H 2.18 -3.78 7.14
H 0.94 -2.60 6.64
H 1.00 -4.18 5.87
H 3.13 -3.67 4.78
H 4.39 -2.14 6.14
H 2.99 -1.09 6.44
C 1.36 -5.84 -4.82
C 1.63 -6.84 -5.91
C 1.08 -8.21 -5.63
O 1.97 -9.05 -6.37
C 3.16 -8.40 -6.43
O 4.18 -8.90 -6.79
O 3.03 -7.10 -6.03
H 0.29 -5.72 -4.64
H 1.84 -6.14 -3.88
H 1.78 -4.86 -5.08
H 1.28 -6.45 -6.88
H 0.06 -8.32 -5.98
H 1.13 -8.49 -4.58

---

2.
20
Properties=species:S:1:pos:R:3 method="wB97M-V/def2-TZVPD" total_charge=+1 homo_energy_ev=-13.69 de_lowest_kj_mol=339.9 smiles="CCC/C([NH3+])=C/N" orbital_gap_ev=10.07
C 3.23 0.39 0.01
C 1.79 0.93 -0.02
C 0.69 -0.22 0.09
C -0.88 -0.14 -0.07
N -1.62 0.12 1.21
C -1.65 -0.70 -1.04
N -3.05 -0.66 -1.02
H 3.21 -0.18 0.87
H 3.31 -0.27 -0.91
H 3.89 1.29 0.19
H 1.64 1.63 -0.68
H 1.55 1.54 0.87
H 0.89 -1.02 -0.65
H 0.72 -0.73 1.09
H -2.32 -0.55 0.99
H -2.04 1.14 1.34
H -1.12 -0.15 2.14
H -1.14 -1.14 -1.91
H -3.51 0.20 -1.26
H -3.59 -1.49 -1.25

---

3.
40
Properties=species:S:1:pos:R:3 method="wB97M-V/def2-TZVPD" total_charge=0 homo_energy_ev=-8.85 de_lowest_kj_mol=144.2 orbital_gap_ev=8.39
C -1.40 -2.31 -1.54
C -1.23 -1.18 -2.56
C -2.38 -0.16 -2.49
C 0.13 -0.47 -2.45
C 0.51 -0.03 -1.02
C 0.35 1.44 -0.77
C 1.11 2.39 -1.37
C 0.93 3.79 -1.16
C -0.01 4.28 -0.33
C -0.83 3.34 0.34
N -1.83 3.62 1.19
S -2.42 2.22 1.68
N -1.50 1.19 0.85
C -0.65 1.93 0.13
H -0.44 -2.68 -1.17
H -1.94 -3.15 -1.98
H -1.97 -1.98 -0.68
H -1.27 -1.63 -3.56
H -3.29 -0.63 -2.12
H -2.13 0.68 -1.84
H -2.59 0.25 -3.48
H 0.09 0.43 -3.08
H 0.91 -1.09 -2.87
H -0.09 -0.56 -0.29
H 1.55 -0.28 -0.84
H 1.88 2.06 -2.06
H 1.58 4.47 -1.69
H -0.16 5.33 -0.16
O 2.19 -3.27 0.93
C 1.77 -2.56 1.79
O 0.53 -2.03 1.75
C 0.32 -1.13 2.85
C 1.32 -1.56 3.91
C 2.47 -2.09 3.06
H 0.50 -0.11 2.49
H -0.72 -1.21 3.16
H 1.60 -0.75 4.59
H 0.90 -2.37 4.51
H 3.17 -1.30 2.78
H 3.03 -2.91 3.50

---

4.
91
Properties=species:S:1:pos:R:3 method="wB97M-V/def2-TZVPD" multiplicity=2 total_charge=+1 homo_energy_ev="-10.69 / -10.84" de_lowest_kj_mol=0.0 orbital_gap_ev="6.41 / 6.88"
Re 1.07 -0.58 0.42
C -2.12 -0.67 3.45
C -1.17 -1.25 2.44
O -0.25 -0.48 2.05
C -1.29 -2.60 2.00
C -2.33 -3.43 2.49
C -2.39 -4.75 2.16
C -1.38 -5.31 1.34
C -0.36 -4.53 0.86
C -0.32 -3.16 1.15
O 0.66 -2.46 0.61
H -1.81 0.35 3.69
H -2.14 -1.27 4.36
H -3.13 -0.65 3.04
H -3.09 -3.01 3.14
H -3.19 -5.38 2.53
H -1.41 -6.36 1.09
H 0.42 -4.94 0.23
C -1.17 -5.00 -2.87
C 0.08 -4.45 -2.61
C 0.18 -3.16 -2.11
C -0.97 -2.41 -1.85
C -2.22 -2.96 -2.13
C -2.31 -4.25 -2.64
P -0.75 -0.69 -1.27
C -2.40 0.02 -1.06
C -3.30 -0.60 -0.19
C -4.54 -0.03 0.05
C -4.89 1.16 -0.58
C -4.00 1.78 -1.43
C -2.75 1.22 -1.67
C 0.03 0.03 -2.73
C -0.59 0.19 -3.94
C 0.17 0.55 -5.08
C 1.52 0.70 -4.97
C 2.17 0.53 -3.72
C 3.57 0.72 -3.61
C 4.20 0.58 -2.40
C 3.45 0.25 -1.26
C 2.07 0.01 -1.29
C 1.42 0.19 -2.58
H -1.25 -6.01 -3.26
H 0.99 -5.01 -2.79
H 1.17 -2.76 -1.91
H -3.12 -2.39 -1.98
H -3.29 -4.67 -2.86
H -3.03 -1.52 0.31
H -5.23 -0.52 0.72
H -5.87 1.59 -0.40
H -4.26 2.71 -1.92
H -2.05 1.72 -2.33
H -1.66 0.04 -4.04
H -0.32 0.67 -6.04
H 2.11 0.96 -5.84
H 4.14 0.98 -4.49
H 5.26 0.73 -2.32
H 3.99 0.15 -0.33
S 3.13 -1.30 1.55
C 3.40 -2.50 0.38
N 3.56 -3.28 -0.46
C -0.11 3.90 2.55
C -0.15 2.41 2.20
C -1.50 2.11 1.54
P 1.33 1.77 1.29
C 2.68 1.74 2.55
C 3.16 3.06 3.17
C 2.33 0.79 3.71
C 1.77 2.97 -0.05
C 0.52 3.22 -0.90
C 2.44 4.29 0.33
H -1.00 4.14 3.13
H -0.14 4.52 1.66
H 0.76 4.19 3.14
H -0.09 1.83 3.12
H -1.79 2.92 0.87
H -2.27 2.03 2.31
H -1.49 1.19 0.97
H 3.51 1.31 1.99
H 2.43 3.45 3.87
H 3.40 3.83 2.45
H 4.06 2.85 3.74
H 1.64 1.28 4.40
H 3.24 0.57 4.27
H 1.89 -0.15 3.41
H 2.48 2.41 -0.64
H -0.15 3.93 -0.41
H -0.04 2.32 -1.12
H 0.82 3.66 -1.86
H 1.99 4.79 1.18
H 2.35 4.97 -0.53
H 3.50 4.17 0.53

---

5.
15
Properties=species:S:1:pos:R:3 method="wB97M-V/def2-TZVPD" total_charge=0 homo_energy_ev=-8.68 de_lowest_kj_mol=33.6 smiles=C[C@H](N)CN orbital_gap_ev=9.87
C 1.77 -0.66 0.00
C 0.48 0.08 -0.30
N 0.41 1.37 0.21
C -0.68 -0.70 0.24
N -1.94 -0.04 -0.12
H 2.66 -0.13 -0.25
H 1.82 -0.80 1.12
H 1.80 -1.58 -0.58
H 0.38 0.14 -1.41
H 1.09 2.07 -0.15
H -0.55 1.78 0.03
H -0.52 -0.70 1.38
H -0.51 -1.75 -0.09
H -2.63 -0.21 0.61
H -2.30 -0.43 -0.99

---

6.
18
Properties=species:S:1:pos:R:3 method="wB97M-V/def2-TZVPD" total_charge=+1 homo_energy_ev=-14.36 de_lowest_kj_mol=244.9 orbital_gap_ev=11.12
C -0.74 2.00 1.61
N 0.21 1.94 0.49
H -0.55 1.17 2.37
H -0.64 3.02 2.15
H -1.68 1.89 1.05
H 0.94 0.27 0.34
H 0.83 2.73 0.58
H -0.25 2.10 -0.35
C -0.71 -1.83 -1.56
C 0.10 -1.79 -0.24
N 1.26 -0.71 -0.30
H 0.06 -1.70 -2.37
H -1.43 -2.75 -1.65
H -1.25 -0.95 -1.64
H -0.28 -1.66 0.80
H 0.68 -2.75 -0.29
H 2.09 -0.95 0.20
H 1.35 -0.04 -1.20

---

7.
33
Properties=species:S:1:pos:R:3 method="wB97M-V/def2-TZVPD" total_charge=+2 homo_energy_ev="-13.52 / -13.52" orbital_gap_ev="5.63 / 5.60"
W -0.03 -0.01 0.55
N -0.73 -1.74 -0.67
C -0.06 -1.89 -2.01
C 0.55 -0.56 -2.40
N 1.32 -0.01 -1.26
C 1.65 1.43 -1.52
C 2.10 2.12 -0.25
N 1.07 1.94 0.82
C 2.58 -0.79 -1.02
C 2.49 -1.71 0.18
N 1.93 -0.97 1.34
H -0.64 -2.61 -0.15
H -1.73 -1.60 -0.78
H -0.78 -2.22 -2.76
H 0.70 -2.67 -1.93
H -0.23 0.15 -2.65
H 1.20 -0.68 -3.28
H 0.74 1.91 -1.90
H 2.42 1.51 -2.29
H 2.27 3.18 -0.44
H 3.04 1.71 0.11
H 0.44 2.73 0.82
H 1.53 1.98 1.73
H 3.40 -0.08 -0.86
H 2.84 -1.36 -1.92
H 3.48 -2.11 0.41
H 1.84 -2.56 -0.01
H 2.63 -0.31 1.69
H 1.79 -1.63 2.11
Te -2.06 1.41 -0.07
Te -4.15 -0.35 0.32
Te -3.70 -0.43 2.96
Te -1.01 -0.86 2.76

---

8.
9
Properties=species:S:1:pos:R:3 method="wB97M-V/def2-TZVPD" multiplicity=2 total_charge=0 homo_energy_ev="-6.96 / -8.52" orbital_gap_ev="5.48 / 7.03"
O 1.84 -0.87 -0.31
C 1.13 -0.22 -1.19
O 1.61 0.72 -1.88
O -0.16 -0.38 -1.03
C -0.31 1.89 1.60
O -0.05 0.82 2.12
Lu 0.02 -1.31 0.99
H 0.10 2.82 2.02
H -0.96 1.92 0.70

---

9.
110
Properties=species:S:1:pos:R:3 method="wB97M-V/def2-TZVPD" total_charge=0 homo_energy_ev=-8.24 de_lowest_kj_mol=52.9 smiles="CC1(C)CCCC(C)(C)N1O.CC1(C)CCCC(C)(C)N1O.O=C1OC[C@@H](F)O1.CC(C)=O.CC(C)=O.CC(C)=O.CC(C)=O" orbital_gap_ev=8.61
C 34.97 10.57 -0.24
C 35.12 11.53 0.95
C 34.15 11.12 2.07
C 36.55 11.49 1.49
C 36.92 12.64 2.42
C 36.81 13.92 1.60
C 35.40 14.13 1.02
C 34.49 14.64 2.13
C 35.51 15.21 -0.07
N 34.94 12.89 0.43
O 33.59 13.07 0.00
H 33.93 10.60 -0.57
H 35.62 10.83 -1.08
H 35.24 9.57 0.08
H 33.16 10.90 1.66
H 34.58 10.27 2.59
H 33.97 11.92 2.79
H 36.78 10.55 2.01
H 37.29 11.50 0.68
H 36.24 12.63 3.27
H 37.92 12.44 2.81
H 37.55 13.98 0.80
H 37.04 14.77 2.25
H 34.35 13.99 3.00
H 33.50 14.79 1.68
H 34.68 15.63 2.55
H 34.54 15.36 -0.57
H 36.17 14.87 -0.86
H 35.80 16.19 0.29
H 33.66 13.00 -0.96
C 29.87 9.51 0.16
C 28.40 9.87 0.37
C 27.55 8.71 -0.14
C 28.23 10.10 1.89
C 26.97 10.87 2.30
C 27.00 12.21 1.56
C 26.98 12.00 0.03
C 25.62 11.52 -0.54
C 27.25 13.39 -0.54
N 28.12 11.15 -0.29
O 28.37 11.10 -1.69
H 30.61 10.17 0.62
H 30.07 8.51 0.56
H 30.11 9.59 -0.90
H 27.82 7.74 0.29
H 26.47 8.78 0.01
H 27.63 8.67 -1.23
H 28.05 9.11 2.33
H 29.13 10.58 2.28
H 26.09 10.29 2.03
H 27.03 10.99 3.38
H 27.78 12.86 1.95
H 26.08 12.76 1.78
H 24.84 11.89 0.12
H 25.54 10.45 -0.73
H 25.43 11.94 -1.53
H 27.04 13.52 -1.60
H 28.32 13.64 -0.45
H 26.72 14.15 0.04
H 27.57 10.70 -2.05
O 31.08 12.28 4.58
C 30.75 12.66 3.51
O 30.01 11.98 2.61
C 30.11 12.64 1.33
C 30.48 14.07 1.78
F 29.34 14.81 2.04
O 31.11 13.85 3.00
H 31.01 12.22 0.86
H 29.25 12.45 0.70
H 31.06 14.62 1.05
C 33.17 14.71 5.92
C 33.06 15.75 7.01
C 31.88 15.68 7.96
O 33.96 16.54 7.20
H 32.63 15.10 5.06
H 32.78 13.75 6.25
H 34.23 14.69 5.67
H 31.13 14.97 7.64
H 31.51 16.70 8.07
H 32.27 15.37 8.93
C 30.50 13.29 -2.71
C 30.99 11.87 -2.51
C 31.48 11.12 -3.72
O 31.02 11.40 -1.40
H 29.41 13.25 -2.72
H 30.85 13.72 -3.65
H 30.79 13.88 -1.85
H 31.96 10.18 -3.41
H 32.30 11.62 -4.23
H 30.67 10.81 -4.38
C 35.94 9.98 7.42
C 35.19 10.22 6.13
C 34.01 11.15 6.17
O 35.61 9.76 5.09
H 36.32 10.92 7.81
H 36.77 9.29 7.36
H 35.26 9.54 8.16
H 34.33 12.04 6.71
H 33.19 10.69 6.72
H 33.67 11.44 5.18
C 28.93 16.67 -0.55
C 29.33 16.74 -2.00
C 28.27 16.87 -3.04
O 30.52 16.75 -2.24
H 29.79 16.56 0.10
H 28.25 15.84 -0.33
H 28.42 17.60 -0.30
H 28.52 16.25 -3.91
H 28.09 17.89 -3.38
H 27.33 16.52 -2.60

---

10.
14
Properties=species:S:1:pos:R:3 method="wB97M-V/def2-TZVPD" total_charge=-1 homo_energy_ev="-1.77 / -1.77" de_lowest_kj_mol=236.7 smiles="[H]/N=C/C1(N[O-])CC1" orbital_gap_ev="5.98 / 5.99"
H 2.02 2.55 0.14
N 1.70 1.60 -0.16
C 0.50 1.22 0.30
C -0.40 0.17 -0.13
N -1.72 0.74 -0.58
O -2.76 0.46 0.24
C 0.08 -1.16 -0.77
C -0.42 -1.16 0.61
H 0.07 1.85 1.17
H -1.30 1.77 -0.43
H 1.20 -1.33 -0.85
H -0.43 -1.62 -1.56
H -1.39 -1.66 0.64
H 0.22 -1.35 1.40

---

11.
9
Properties=species:S:1:pos:R:3 method="wB97M-V/def2-TZVPD" total_charge=0 homo_energy_ev=-9.68 de_lowest_kj_mol=346.7 orbital_gap_ev=9.06
C 1.37 0.54 -0.40
C -1.62 -0.45 -0.64
F 1.05 1.06 0.78
F 1.98 -0.72 -0.17
S -2.05 0.45 0.69
Cl -1.43 -2.10 -0.27
H 2.26 1.07 -0.80
H 0.73 0.43 -1.10
H -2.29 -0.29 1.91

---

Record order is preserved below.
DFT total energy: -4163.652482 -307.492154 -1241.768880 -2914.898735 -229.796451 -231.303132 -1597.115600 -1613.861756 -2182.810324 -341.213974 -1135.981770 a.u.